111
Properties=species:S:1:pos:R:3 method="wB97M-V/def2-TZVPD" e_homo_ev=-9.467 orbital_gap_ev=9.54 e_tot_ha=-4409.3221 fmax_ev_per_a=3.63 smiles="CCOS(C)(=O)=O.CCOS(C)(=O)=O.CCOS(C)(=O)=O.CCOS(C)(=O)=O.CCOS(C)(=O)=O.CO.CO.CO.CO.CO.CO" relative_energy_kj_mol=0.0
C 0.06734 -1.89355 -5.78294
C -1.15945 -1.51653 -5.02377
O -1.23058 -0.04968 -4.98295
S -1.94488 0.62323 -3.80280
C -3.63143 0.47704 -4.20372
O -1.66256 -0.08789 -2.60131
O -1.63580 1.99600 -3.87350
H 0.15562 -1.39754 -6.74286
H 0.02065 -2.98392 -5.92675
H 0.98191 -1.77825 -5.19917
H -2.07934 -1.90907 -5.45309
H -1.05705 -1.90614 -4.00808
H -3.73131 0.82471 -5.22825
H -4.19958 1.11648 -3.53947
H -3.90264 -0.56963 -4.11556
C -6.37388 5.92121 1.53078
C -5.83035 4.94614 0.48935
O -5.48578 3.66292 1.00421
S -4.09100 3.57675 1.73981
C -4.00695 1.82545 1.57968
O -3.09209 4.21335 0.94007
O -4.22615 3.94756 3.08869
H -7.27826 5.56128 2.01299
H -6.58069 6.87658 1.04145
H -5.60957 6.14972 2.27813
H -6.56688 4.82274 -0.31024
H -4.97746 5.38963 -0.03870
H -2.99091 1.50328 1.76803
H -4.26560 1.59483 0.55811
H -4.74872 1.45985 2.27998
C 2.29583 -3.36249 2.48235
C 3.77969 -3.27967 2.46871
O 4.29356 -4.15781 1.40490
S 5.77855 -3.90132 0.90105
C 5.41531 -2.58124 -0.19920
O 6.50103 -3.44777 2.00717
O 6.13960 -5.02904 0.17783
H 1.80328 -2.83887 1.65583
H 1.87518 -2.80015 3.32989
H 1.88662 -4.36113 2.63642
H 4.09743 -2.23137 2.42850
H 4.17601 -3.64912 3.42364
H 4.95534 -1.75679 0.31527
H 4.74667 -2.99090 -0.95751
H 6.33832 -2.42899 -0.76158
C 6.36171 1.60190 -2.17872
C 4.92501 1.11157 -2.13642
O 4.60720 0.59635 -0.79314
S 3.15821 0.85152 -0.23614
C 3.21740 2.52729 0.24271
O 2.28024 0.63077 -1.32205
O 3.02362 0.11671 0.96792
H 6.50187 2.38773 -1.43530
H 6.52135 2.07632 -3.14888
H 7.08066 0.79811 -2.05464
H 4.26474 1.93872 -2.42921
H 4.71146 0.33973 -2.88147
H 2.25092 2.75900 0.69236
H 3.25894 3.12573 -0.67317
H 4.09905 2.74960 0.82669
C 0.04639 -4.67341 -0.06147
C -1.17771 -4.68091 -0.95625
O -2.31457 -4.40734 -0.13002
S -3.71196 -4.63909 -0.80137
C -4.53542 -3.24660 -0.12612
O -3.57849 -4.52466 -2.21768
O -4.27262 -5.79542 -0.23737
H -0.15133 -5.30586 0.79485
H 0.25283 -3.63481 0.17747
H 0.87109 -5.06748 -0.65679
H -1.05823 -3.96078 -1.76607
H -1.30778 -5.66299 -1.41854
H -4.36895 -3.36998 0.94304
H -5.59266 -3.36721 -0.33555
H -4.08765 -2.33502 -0.49414
C -0.36202 3.27399 3.31021
O -0.26486 3.90622 2.04470
H -0.24904 2.19922 3.16250
H 0.32079 3.70768 4.04328
H -1.37371 3.38016 3.72669
H -1.05886 4.44333 1.95753
C 1.96991 -2.64871 -2.02891
O 2.63656 -1.63833 -2.79695
H 1.24139 -2.26748 -1.31232
H 1.53340 -3.37826 -2.72943
H 2.69766 -3.24122 -1.45474
H 2.22310 -0.77057 -2.64569
C -0.44978 0.30317 0.99253
O -1.62807 0.00450 0.24427
H -0.00654 1.29346 0.75420
H -0.65183 0.26218 2.05225
H 0.36529 -0.35353 0.64200
H -1.43557 0.09594 -0.70649
C 2.39931 0.95880 4.33009
O 2.12078 -0.21563 3.54967
H 3.12263 0.69849 5.10617
H 2.70058 1.78989 3.69221
H 1.48790 1.25841 4.86438
H 2.38596 -0.05143 2.61935
C -0.61076 4.01232 -1.30429
O -0.01557 3.84660 -2.59611
H -0.36451 4.99189 -0.91352
H -1.69332 3.85757 -1.35373
H -0.23978 3.21301 -0.64685
H -0.59554 3.25209 -3.09889
C -1.58214 -0.07334 4.73412
O -2.52823 0.95049 5.02707
H -0.58935 0.35497 4.59613
H -1.60398 -0.78597 5.56810
H -1.90819 -0.62681 3.85821
H -2.21799 1.47752 5.76625